1.
Computed, not measured: C2H3O2Sm as an isolated structure in a non-equilibrium geometry, with ωB97M-V/def2-TZVPD.

The expectation value of S² is 15.771. The HOMO energy (alpha / beta) comes out at -0.615 / -0.748 Eh. As for the orbital gap (alpha / beta): 6.54 / 10.23 eV. The LUMO energy (alpha / beta) is -10.21 / -10.12 eV. The value obtained for the energy above the lowest of the compared OMol25 structures with the same formula, charge and spin is 346.7 kJ/mol.

ORCA input file:
```
! RIJCOSX wB97M-V def2-TZVPD def2/J DEFGRID3
* xyz 2 8
O -1.88919 1.49111 0.28020
C -0.73080 1.59403 0.27755
Sm 2.56067 1.12712 -0.57499
O 0.25645 0.76425 0.28493
C 0.06517 -0.96838 -0.09390
H -0.52257 -0.86978 -1.01567
H 0.84375 -1.37657 0.56263
H -0.58348 -1.76178 0.27925
*
```

Löwdin population analysis, charges in e, atoms 1 to 2:
1 O 0.255
2 C -0.296

=====

2.
Computed, not measured: a 2-piece molecular cluster, C2H2ClFO2 overall in a non-equilibrium geometry, with ωB97M-V/def2-TZVPD.

The HOMO energy comes out at -0.396 Eh. As for the orbital gap: 10.01 eV. The LUMO energy is -0.76 eV. The value obtained for the energy above the lowest of the compared OMol25 structures with the same formula, charge and spin is 258.7 kJ/mol.

ORCA input file:
```
! RIJCOSX wB97M-V def2-TZVPD def2/J DEFGRID3
* xyz 0 1
C 1.85806 0.65564 -0.02011
C 0.35872 0.53872 -0.16283
O 2.30640 1.67184 0.35921
O -0.24836 -0.55455 -0.69505
F -0.14855 1.71864 -0.48655
Cl 2.72593 -0.87376 -0.01808
H -0.05950 0.70278 1.42343
H -0.87830 -0.86883 -0.10641
*
```

Löwdin population analysis, charges in e, atoms 1 to 2:
1 C -0.793
2 C -0.457

=====

3.
Computed, not measured: one molecule with the formula C4H5NO2 in a non-equilibrium geometry, with ωB97M-V/def2-TZVPD.

The HOMO energy comes out at -0.363 Eh. As for the orbital gap: 10.51 eV. The LUMO energy is 0.63 eV. The value obtained for the energy above the lowest of the compared OMol25 structures with the same formula, charge and spin is 123.1 kJ/mol.

ORCA input file:
```
! RIJCOSX wB97M-V def2-TZVPD def2/J DEFGRID3
* xyz 0 1
C -0.43037 0.16115 0.13496
C 1.20136 0.50371 0.41589
C 0.83669 -1.66386 -0.21677
C -1.40135 1.21277 -0.07427
N -0.49767 -1.07157 -0.18252
O 1.70768 1.52852 0.69465
O 1.75617 -0.71426 0.24121
H 0.82276 -2.63853 0.33729
H 1.16632 -1.85409 -1.16316
H -1.14374 2.17815 0.26870
H -2.14182 1.01845 0.65482
H -1.87603 1.33958 -1.11081
*
```

Löwdin population analysis, charges in e, atoms 1 to 2:
1 C -0.212
2 C -0.381

=====

4.
Computed, not measured: a 13-piece molecular cluster, C31H70N20O7 overall in a non-equilibrium geometry, with ωB97M-V/def2-TZVPD.

The HOMO energy comes out at -0.332 Eh. As for the orbital gap: 8.88 eV. The LUMO energy is -0.15 eV.

ORCA input file:
```
! RIJCOSX wB97M-V def2-TZVPD def2/J DEFGRID3
* xyz 0 1
C -22.45380 -3.58283 -4.48984
O -21.33282 -4.00236 -4.68865
N -23.40339 -4.35899 -4.20284
N -22.87673 -2.37329 -4.56900
H -23.18822 -5.30343 -3.91676
H -24.30558 -4.01952 -3.90129
H -22.15739 -1.73790 -4.88353
H -23.83034 -2.14652 -4.32551
C -16.47301 -3.56816 -10.12551
O -15.90954 -4.22982 -10.98723
N -16.02185 -2.49953 -9.62559
N -17.70874 -3.87237 -9.76279
H -15.08474 -2.15039 -9.76711
H -16.55740 -1.95054 -8.96841
H -18.38555 -3.30845 -9.26882
H -18.00821 -4.73799 -10.18837
C -16.84668 -7.18342 -8.96141
O -16.69682 -6.30079 -8.11468
N -16.24551 -7.28311 -10.09997
N -17.65961 -8.21132 -8.84554
H -16.49136 -8.10488 -10.63320
H -15.53505 -6.62023 -10.37555
H -18.30225 -8.40579 -8.09101
H -17.47065 -8.92187 -9.53800
C -16.50205 -4.72670 -5.19647
O -16.30174 -4.34802 -4.11379
N -17.05886 -5.86661 -5.51345
N -16.26265 -4.10346 -6.30570
H -17.42997 -6.49185 -4.81241
H -17.10792 -6.07711 -6.50006
H -15.69933 -3.26594 -6.34239
H -16.48793 -4.53296 -7.19164
C -20.43808 -1.75980 -7.63062
O -21.31270 -2.18145 -8.28648
N -20.07017 -2.17900 -6.50513
N -19.88469 -0.60357 -7.98299
H -19.30347 -1.64376 -6.12332
H -20.52431 -2.92711 -6.00096
H -20.36577 -0.23692 -8.79185
H -19.12625 -0.12925 -7.51407
C -23.11452 -3.32250 -11.62629
O -22.33647 -2.98487 -12.48322
N -24.30713 -3.81941 -11.89313
N -22.94401 -3.18391 -10.29537
H -24.97658 -4.03481 -11.16819
H -24.47576 -3.92175 -12.88369
H -23.51861 -3.55524 -9.55237
H -22.03486 -2.87069 -9.98644
C -21.46588 -11.26148 -8.47110
O -20.57714 -11.20118 -9.28142
N -22.42408 -12.10588 -8.47082
N -21.57009 -10.54324 -7.32290
H -23.08901 -12.23937 -7.72239
H -22.23088 -12.80583 -9.17285
H -22.40154 -10.49349 -6.75166
H -20.84425 -9.84311 -7.37821
C -22.60328 -6.87239 -15.07766
C -21.68714 -6.34371 -14.01183
C -20.43581 -5.58479 -14.60981
C -19.58224 -5.03269 -13.50394
N -18.90949 -4.56175 -12.70396
H -22.05003 -7.32154 -15.90243
H -23.23316 -6.19144 -15.65010
H -23.23004 -7.62770 -14.60353
H -21.19149 -7.11923 -13.42788
H -22.34542 -5.84638 -13.29948
H -20.69640 -4.88192 -15.40112
H -19.81026 -6.40891 -14.95273
C -24.55477 -7.21072 -11.29444
C -25.54268 -7.81684 -12.31587
C -27.02303 -7.21186 -12.22353
C -27.38011 -6.93447 -10.79420
N -27.75140 -6.73076 -9.73534
H -23.51767 -7.31481 -11.61335
H -24.64486 -7.63626 -10.29498
H -24.74084 -6.15833 -11.08008
H -25.55316 -8.86558 -12.01899
H -25.20532 -7.66536 -13.34122
H -27.90136 -7.75647 -12.57001
H -26.94625 -6.24883 -12.72831
C -20.92342 -6.63964 -9.82203
C -21.29973 -5.79333 -8.58743
C -20.32117 -6.07547 -7.44023
C -20.07610 -7.44138 -7.07941
N -19.79007 -8.55369 -6.85938
H -21.64020 -6.40756 -10.60971
H -20.82127 -7.72250 -9.75067
H -20.02487 -6.12960 -10.16928
H -22.28336 -6.07164 -8.20911
H -21.22497 -4.72767 -8.80397
H -20.68219 -5.41283 -6.65367
H -19.36980 -5.60163 -7.68206
C -19.16925 -11.01868 -14.60841
C -19.08646 -9.88134 -13.52763
C -20.14213 -9.73435 -12.37377
C -21.52771 -9.80666 -12.76860
N -22.64934 -9.79372 -13.10813
H -19.21454 -12.02903 -14.20190
H -18.27251 -11.04156 -15.22762
H -20.11888 -10.90350 -15.13094
H -19.24640 -8.93650 -14.04707
H -18.10300 -9.88625 -13.05764
H -19.98548 -8.88072 -11.71430
H -19.84071 -10.46381 -11.62202
C -15.51881 -9.78165 -5.44070
C -16.84461 -10.50787 -5.81826
C -17.71431 -10.78235 -4.59016
C -17.30848 -11.80840 -3.55248
N -16.93613 -12.52094 -2.72918
H -14.75267 -10.31410 -4.87712
H -15.65975 -8.84452 -4.90215
H -14.96610 -9.40973 -6.30341
H -16.67348 -11.37100 -6.46155
H -17.30389 -9.72211 -6.41805
H -18.62341 -11.23811 -4.98248
H -17.90163 -9.86507 -4.03195
C -24.30874 -8.48071 -7.89792
C -24.34526 -8.58807 -6.35315
C -25.34058 -9.63885 -5.75943
C -24.99621 -10.99244 -6.24952
N -24.69675 -12.03509 -6.60461
H -25.32585 -8.47937 -8.28981
H -23.70503 -9.17542 -8.48190
H -23.80572 -7.54501 -8.14191
H -24.62025 -7.60686 -5.96623
H -23.29192 -8.63252 -6.07639
H -26.36698 -9.49013 -6.09481
H -25.19881 -9.68326 -4.67960
*
```

Löwdin population analysis, charges in e, atoms 1 to 2:
1 C -0.816
2 O 0.031

=====

5.
Computed, not measured: one molecule with the formula C4H9N3O in a non-equilibrium geometry, with ωB97M-V/def2-TZVPD.

The HOMO energy (alpha / beta) comes out at -0.256 / -0.256 Eh. As for the orbital gap (alpha / beta): 7.73 / 7.73 eV. The LUMO energy (alpha / beta) is 0.76 / 0.76 eV. The value obtained for the energy above the lowest of the compared OMol25 structures with the same formula, charge and spin is 457.9 kJ/mol.

ORCA input file:
```
! RIJCOSX wB97M-V def2-TZVPD def2/J DEFGRID3
* xyz 0 1
C -0.87836 0.03095 1.45615
N 0.77156 1.17789 -1.17237
C -0.83573 -0.44619 0.03830
N 0.81243 2.09636 -0.12349
N -1.51006 -1.61896 -0.19993
C 1.54562 -0.43504 -0.81495
C -0.11298 0.10414 -1.03371
O 1.90378 -1.34198 -1.52577
H 1.17588 1.70638 0.74778
H 1.41016 2.85992 -0.42328
H -1.77007 -2.18728 0.59277
H -1.47051 -2.00705 -1.13263
H 2.07858 -0.09829 0.08678
H -0.38580 -0.27446 -2.01454
H -0.77988 1.10770 1.55770
H -1.84661 -0.21221 1.90302
H -0.10800 -0.46188 2.05816
*
```

Löwdin population analysis, charges in e, atoms 1 to 2:
1 C -0.043
2 N -0.104

=====

6.
Computed, not measured: a 2-piece molecular cluster, CH10Si3 overall in a non-equilibrium geometry, with ωB97M-V/def2-TZVPD.

The HOMO energy (alpha / beta) comes out at -0.286 / -0.285 Eh. As for the orbital gap (alpha / beta): 6.74 / 6.83 eV. The LUMO energy (alpha / beta) is -1.05 / -0.93 eV. The value obtained for the energy above the lowest of the compared OMol25 structures with the same formula, charge and spin is 164.4 kJ/mol.

ORCA input file:
```
! RIJCOSX wB97M-V def2-TZVPD def2/J DEFGRID3
* xyz 0 1
C -1.83358 0.52920 -1.51884
Si 2.68021 -0.09237 0.30481
Si -1.82771 -0.82554 -0.24198
Si 0.89711 0.36882 1.81287
H -0.83703 0.82295 -1.87097
H -2.38950 0.30900 -2.39261
H -2.44632 1.42542 -1.09821
H 2.14705 -1.30410 -0.45440
H 3.16102 1.02914 -0.54353
H 3.84298 -0.68809 0.87728
H -3.22559 -0.85535 0.38497
H -1.68337 -2.22500 -0.73142
H 0.78035 -0.36539 3.12662
H 0.73437 1.87132 2.34541
*
```

Löwdin population analysis, charges in e, atoms 1 to 2:
1 C -0.383
2 Si 0.329

=====

Number 1: E_tot -885.61075 Ha. Number 2: E_tot -787.85682 Ha. Number 3: E_tot -360.62252 Ha. Number 4: E_tot -2845.06777 Ha. Number 5: E_tot -397.17626 Ha. Number 6: E_tot -912.39929 Ha.